No. 1
Molecular formula: C30H35Cl3O4Ru
Method: DFT, ωB97M-V with the def2-TZVPD basis set

Summary:
- energy above the lowest of the compared OMol25 structures with the same formula, charge and spin (kcal/mol) = 15.0
- total charge = +2
- E_LUMO (spin up / spin down) (eV) = -6.62 / -8.67
- multiplicity = 5

Geometry (Å):
Ru: -0.2779 -0.0263 -0.0099
Cl: 6.5159 -0.4367 2.1159
C: 4.8909 -0.0712 1.9106
C: 4.1917 -0.6888 0.8288
C: 2.9010 -0.3859 0.6751
Cl: 1.9716 -1.0628 -0.6498
C: 2.1925 0.5181 1.5592
O: 0.9730 0.7442 1.4465
C: 2.9651 1.1408 2.6193
Cl: 2.1732 2.2123 3.6464
C: 4.2775 0.8374 2.7850
H: 4.7030 -1.3685 0.1559
H: 4.8471 1.2990 3.5823
C: 5.2444 -2.4333 4.1389
C: 3.9677 -2.5283 3.3266
C: 3.8369 -3.4717 2.3097
C: 2.6616 -3.6148 1.5915
C: 2.5961 -4.6582 0.4825
C: 1.5734 -2.7708 1.9005
C: 0.3713 -2.9268 1.1111
O: -0.4686 -2.0257 0.9510
C: 1.6645 -1.8293 2.9540
C: 0.4807 -1.0350 3.5013
C: 2.8726 -1.7240 3.6302
H: 6.0860 -2.9075 3.6362
H: 5.1061 -2.9382 5.0980
H: 5.4988 -1.3952 4.3658
H: 4.6786 -4.1206 2.0812
H: 3.5726 -5.1199 0.3404
H: 2.2864 -4.2340 -0.4778
H: 1.8950 -5.4620 0.7300
H: 0.2154 -3.8745 0.5903
H: -0.4771 -1.3912 3.1400
H: 0.5525 0.0307 3.2606
H: 0.4815 -1.1085 4.5882
H: 2.9482 -1.0245 4.4621
C: -7.0586 -0.9575 -1.0138
C: -5.8335 -0.1055 -0.7937
C: -5.6549 1.0837 -1.4917
C: -4.5340 1.8708 -1.3172
C: -4.3991 3.1531 -2.1284
C: -3.5443 1.4265 -0.4135
C: -2.3442 2.1900 -0.3917
O: -1.1546 1.8203 -0.1045
C: -3.7509 0.2626 0.3708
C: -2.8798 -0.0809 1.5617
C: -4.8732 -0.4856 0.1540
H: -7.6750 -0.5845 -1.8307
H: -7.6678 -0.9801 -0.1074
H: -6.7749 -1.9895 -1.2293
H: -6.4156 1.4031 -2.1968
H: -5.2488 3.2642 -2.7961
H: -3.4964 3.1725 -2.7414
H: -4.3819 4.0337 -1.4806
H: -2.4172 3.2255 -0.6954
H: -1.8330 0.1163 1.4146
H: -2.9895 -1.1210 1.8513
H: -3.1429 0.5515 2.4119
H: -5.0464 -1.3765 0.7574
C: -0.5255 -2.0017 -3.0829
C: -1.2427 -0.7061 -2.7220
C: -0.4197 0.4959 -3.1600
C: -2.6067 -0.6809 -3.3663
O: -1.4604 -0.7160 -1.2653
H: -0.4425 -2.0859 -4.1710
H: -1.0864 -2.8585 -2.6993
H: 0.4869 -2.0272 -2.6589
H: -0.1842 0.4342 -4.2231
H: 0.5324 0.5569 -2.6253
H: -0.9670 1.4251 -2.9830
H: -2.5008 -0.7339 -4.4534
H: -3.1383 0.2411 -3.1092
H: -3.2012 -1.5320 -3.0243

***

No. 2
Molecular formula: C16H28AsN2O5RuSe2
Method: DFT, ωB97M-V with the def2-TZVPD basis set

Summary:
- total charge = 0
- E_LUMO (spin up / spin down) (eV) = -1.04 / -0.75
- multiplicity = 2

Geometry (Å):
Ru: -0.0130 0.1185 0.7916
O: -1.4521 4.8027 -0.2667
C: -0.6227 3.8129 -0.8235
C: 0.7233 3.8356 -0.0881
C: 1.3147 5.2632 -0.2626
O: 2.5433 5.4625 0.3845
C: 0.5155 3.6237 1.4150
Se: -0.7179 2.1846 2.0003
C: 1.7211 2.8552 -0.7060
Se: 1.1019 1.0370 -1.2040
H: -2.3489 4.6883 -0.5958
H: -0.4584 3.9901 -1.8975
H: -1.0731 2.8102 -0.7086
H: 0.5670 5.9894 0.0753
H: 1.5099 5.4410 -1.3232
H: 2.3960 5.5477 1.3322
H: 0.0802 4.5308 1.8427
H: 1.4681 3.4144 1.9088
H: 2.5727 2.7088 -0.0365
H: 2.0997 3.2712 -1.6419
C: 3.4499 0.0440 1.6423
O: 2.6406 -0.9621 2.2130
C: 1.3177 -0.6981 2.2747
O: 0.5434 -1.6008 2.5886
H: 4.4286 -0.0115 2.1151
H: 3.0026 1.0303 1.8064
H: 3.5390 -0.1378 0.5650
N: -1.1066 -2.8148 -4.0719
C: -0.3240 -3.7959 -3.5665
O: -0.1900 -4.8630 -4.1292
C: 0.3465 -3.5124 -2.2613
C: 1.0571 -4.5567 -1.6634
C: 1.7176 -4.3263 -0.4711
C: 1.6599 -3.0583 0.0859
N: 0.9765 -2.0609 -0.4659
C: 0.3422 -2.2846 -1.6111
H: -1.5130 -2.9753 -4.9789
H: -1.1774 -1.8992 -3.6686
H: 1.0788 -5.5181 -2.1573
H: 2.2751 -5.1083 0.0229
H: 2.1807 -2.8373 1.0068
H: -0.1596 -1.4120 -2.0199
C: -3.8593 -0.8841 0.1010
As: -2.1063 -1.2328 0.9312
C: -2.6746 -0.9492 2.7798
C: -2.1163 -3.1886 0.8745
H: -4.6260 -1.4736 0.6115
H: -3.8586 -1.1391 -0.9588
H: -4.1003 0.1752 0.2068
H: -3.5337 -1.5800 3.0197
H: -2.9467 0.1022 2.9215
H: -1.8492 -1.1854 3.4534
H: -3.0232 -3.5670 1.3523
H: -1.2410 -3.5575 1.4113
H: -2.0780 -3.5490 -0.1559

***

No. 3
Molecular formula: C36H77BCsI2MgN5O18PS
Method: DFT, ωB97M-V with the def2-TZVPD basis set

Summary:
- total charge = +1
- E_LUMO (eV) = -7.69

Geometry (Å):
C: 0.4292 -1.8534 0.6441
C: 1.2760 -0.8704 1.0880
C: 0.9221 0.6100 1.2912
N: 0.4816 1.2410 2.5971
C: -0.3223 2.3804 1.9680
N: -0.7643 3.4737 2.7689
C: -0.4136 0.2710 3.4190
C: -1.6848 0.9144 3.9926
N: -2.4015 -0.0596 4.7807
C: -2.4946 0.3397 6.1971
C: 0.4167 -0.6862 4.2875
B: -0.2795 -1.5869 5.4480
O: 0.0222 -1.3039 6.7464
C: -1.1795 -2.8163 5.0692
C: -2.3204 -3.0620 6.0566
O: 1.4900 -0.0102 4.8991
C: 2.4110 0.4352 3.9440
C: 3.8583 0.3840 4.4560
I: 5.4058 1.1739 3.3123
C: 4.2189 -0.2479 5.6063
C: 3.3558 -1.0676 6.5191
I: 6.1747 -0.1935 6.3400
C: 1.7249 1.7575 3.3854
C: 2.6710 2.6567 2.5963
C: 2.3060 4.0085 1.9634
C: 3.2593 5.1275 2.4443
S: 2.3582 6.4781 3.1284
O: 1.2018 6.0027 3.8291
O: 2.1023 7.5015 2.1212
O: 3.3961 7.0166 4.1371
C: 1.3378 2.6134 4.5913
P: 2.5776 2.9694 5.8586
O: 2.5332 2.0309 7.0049
O: 2.1059 4.4134 6.2954
O: 3.9193 3.2032 5.1136
H: 0.6777 -2.3591 -0.2845
H: -0.4380 -2.1832 1.2097
H: 2.3016 -1.2059 1.2199
H: 1.7091 1.1988 0.8038
H: 0.0872 0.6964 0.5075
H: 0.2421 2.7924 1.1234
H: -1.2367 1.9837 1.4818
H: -1.7457 3.4242 2.9905
H: -0.6318 4.3690 2.3261
H: -0.8259 -0.3884 2.6519
H: -2.3296 1.2097 3.1642
H: -1.5411 1.8371 4.5489
H: -3.3446 -0.1721 4.4414
H: -2.8591 -0.4822 6.7966
H: -3.0808 1.2464 6.3355
H: -1.4934 0.5515 6.5615
H: 0.7895 -1.4800 3.6292
H: 0.5628 -1.9830 7.1460
H: -1.6058 -2.6144 4.0865
H: -0.5768 -3.7208 4.9556
H: -2.5464 -4.1207 6.1197
H: -2.0976 -2.6901 7.0510
H: -3.2218 -2.5895 5.6952
H: 2.3956 -0.3122 3.1431
H: 2.6201 -1.6511 5.9805
H: 2.8683 -0.4614 7.2788
H: 3.9760 -1.7918 7.0351
H: 3.4421 2.8839 3.3152
H: 3.1776 2.0706 1.8409
H: 2.4582 3.9549 0.8853
H: 1.2951 4.3581 2.0924
H: 3.8479 5.5453 1.6322
H: 3.9321 4.8113 3.2364
H: 2.9328 7.2449 4.9573
H: 0.4322 2.3214 5.1063
H: 1.1197 3.6018 4.2093
H: 2.8703 5.0327 6.3779
H: 4.4251 3.9962 5.4248
C: -5.6444 -5.7377 4.5455
C: -6.8704 -5.0501 3.9690
O: -6.3972 -3.7037 3.7912
C: -5.0589 -3.7343 3.6870
O: -4.3847 -2.8022 3.3709
O: -4.5762 -4.9511 3.9890
H: -5.5467 -6.7765 4.2479
H: -5.5969 -5.6699 5.6324
H: -7.1577 -5.4499 2.9966
H: -7.7307 -5.0667 4.6299
C: 8.4508 3.0586 1.0724
O: 8.5156 2.3366 2.1055
O: 7.1632 2.9981 0.4731
O: 9.3063 3.7628 0.5610
H: 6.8316 2.3908 1.1489
C: -0.1701 -1.2587 -7.6131
O: 0.9942 -0.5588 -7.2008
C: 0.7816 0.7889 -6.8237
C: 0.9768 0.9707 -5.3345
N: -0.0959 0.3112 -4.5891
C: 0.1058 0.2190 -3.1644
C: 1.3018 -0.5956 -2.6281
O: 1.1786 -1.9682 -2.8538
C: 1.6083 -2.4453 -4.1339
H: 0.1560 -2.2005 -8.0463
H: -0.8434 -1.4796 -6.7750
H: -0.7231 -0.7004 -8.3721
H: -0.2056 1.1367 -7.1407
H: 1.5310 1.3963 -7.3365
H: 0.9768 2.0388 -5.0986
H: 1.9653 0.5673 -5.0804
H: -0.2141 -0.6238 -4.9599
H: -0.8060 -0.2347 -2.7564
H: 0.1673 1.2398 -2.7534
H: 1.3327 -0.4960 -1.5312
H: 2.2615 -0.2074 -2.9833
H: 2.4393 -1.8532 -4.5196
H: 0.7905 -2.4508 -4.8553
H: 1.9396 -3.4708 -3.9952
C: -4.1358 -0.7450 -8.9955
C: -3.6198 -1.3571 -10.2875
N: -3.1639 -2.7226 -10.1126
C: -2.4197 -3.2424 -11.2483
C: -3.1633 -3.4252 -12.5778
C: -4.1196 -3.6376 -9.5271
C: -5.4598 -3.8206 -10.2490
H: -3.3780 -0.8185 -8.2125
H: -4.3649 0.3097 -9.1498
H: -5.0478 -1.2234 -8.6401
H: -2.7669 -0.7689 -10.6359
H: -4.3956 -1.2596 -11.0617
H: -1.9788 -4.1984 -10.9580
H: -1.5728 -2.5683 -11.4135
H: -3.8243 -4.2910 -12.5571
H: -2.4368 -3.5935 -13.3733
H: -3.7438 -2.5426 -12.8486
H: -4.3272 -3.3118 -8.5028
H: -3.6323 -4.6080 -9.4163
H: -5.8980 -2.8771 -10.5767
H: -6.1775 -4.2951 -9.5767
H: -5.3466 -4.4766 -11.1208
O: -5.0508 -6.6247 -11.8391
H: -5.4190 -6.6937 -10.9378
Cs: -0.9167 0.6223 -0.7085
C: 5.3604 4.6440 7.6118
O: 4.3652 5.3694 7.0344
H: 6.1433 4.3028 6.8766
H: 5.9670 5.1155 8.4051
H: 5.0088 3.6731 8.0392
Mg: 2.0793 7.1657 -0.0922

***

No. 4
Molecular formula: C35H35BrN4O4S3SbY
Method: DFT, ωB97M-V with the def2-TZVPD basis set

Summary:
- energy above the lowest of the compared OMol25 structures with the same formula, charge and spin (kcal/mol) = 32.3
- total charge = 0
- E_LUMO (eV) = -0.93

Geometry (Å):
Y: 0.1557 -0.2634 -0.3353
C: 6.2298 1.0465 -1.2369
C: 5.6250 2.2850 -1.4014
C: 4.2532 2.3926 -1.3649
C: 3.4543 1.2566 -1.1662
C: 4.0691 0.0096 -1.0152
C: 5.4477 -0.0847 -1.0581
N: 2.0698 1.3558 -1.0451
N: 1.5956 2.4883 -1.4037
C: 0.2770 2.7782 -1.1411
C: -0.1145 4.0772 -1.5162
C: -1.3691 4.5321 -1.1813
C: -2.2082 3.7064 -0.4425
C: -1.8225 2.4195 -0.0920
C: -0.5873 1.8751 -0.4600
H: 7.3075 0.9723 -1.2513
H: 6.2279 3.1681 -1.5565
H: 3.7672 3.3501 -1.4780
H: 3.4677 -0.8793 -0.8958
H: 5.9223 -1.0490 -0.9573
H: 0.5861 4.7007 -2.0530
H: -1.6958 5.5211 -1.4736
H: -3.1818 4.0641 -0.1432
H: -2.5229 1.8242 0.4888
N: 0.1503 -0.3545 -3.0720
C: 0.6302 -1.6815 -3.4904
C: 1.6579 -2.2161 -2.4524
O: 2.5916 -2.8978 -2.8279
O: 1.4008 -1.8737 -1.2484
H: -0.6913 -0.1226 -3.6005
H: 0.8633 0.3250 -3.3417
H: 1.0856 -1.6708 -4.4894
H: -0.2053 -2.3878 -3.4843
O: 0.7915 5.2797 4.2032
C: 1.0115 4.2161 3.4150
C: 1.9933 4.1812 2.4219
C: 2.1573 3.0248 1.6830
N: 1.3948 1.9476 1.8279
C: 0.4553 2.0062 2.7550
Br: -0.6418 0.4549 2.8647
C: 0.2212 3.0795 3.5922
H: 1.3835 6.0099 3.9791
H: 2.6196 5.0396 2.2296
H: 2.9320 2.9627 0.9294
H: -0.5475 3.0577 4.3461
O: -1.4472 -1.4240 0.2152
C: -2.7520 -1.5968 -0.2152
C: -3.6871 -0.7118 0.5895
C: -4.6340 0.1909 0.2170
C: -5.2801 0.7938 1.3219
C: -4.8286 0.3200 2.5096
S: -3.6065 -0.8715 2.3114
C: -3.2195 -3.0281 0.0021
C: -2.4793 -4.1667 0.0635
C: -3.2602 -5.3203 0.3120
C: -4.5832 -5.0442 0.4107
S: -4.9097 -3.3673 0.2197
C: -2.8809 -1.2934 -1.6980
C: -2.9117 -0.0832 -2.3310
C: -3.0447 -0.2011 -3.7350
C: -3.0816 -1.4931 -4.1529
S: -2.9700 -2.5941 -2.8365
H: -4.8958 0.4060 -0.8031
H: -6.0372 1.5525 1.2246
H: -5.1535 0.5732 3.4987
H: -1.4137 -4.1821 -0.0788
H: -2.8515 -6.3087 0.4221
H: -5.3993 -5.7171 0.5809
H: -2.8523 0.8718 -1.8352
H: -3.1259 0.6465 -4.3954
H: -3.1563 -1.8705 -5.1541
C: 3.0831 -3.4421 1.0365
Sb: 1.7397 -1.8800 1.6733
C: 2.6384 -1.4895 3.6314
C: 0.3073 -3.2756 2.4824
H: 3.1307 -4.2252 1.7879
H: 4.0751 -3.0420 0.8561
H: 2.6966 -3.8435 0.1048
H: 3.5665 -2.0404 3.7215
H: 1.9553 -1.7989 4.4134
H: 2.8487 -0.4316 3.7481
H: 0.7266 -3.7503 3.3681
H: 0.1043 -4.0278 1.7265
H: -0.6184 -2.7608 2.7263

***

No. 5
Molecular formula: C19H39IInO30S7
Method: DFT, ωB97M-V with the def2-TZVPD basis set

Summary:
- energy above the lowest of the compared OMol25 structures with the same formula, charge and spin (kcal/mol) = 0.0
- total charge = -1
- E_LUMO (eV) = 1.57

Geometry (Å):
O: 4.5161 -3.6176 2.2978
C: 3.3934 -3.3560 1.9226
O: 2.5250 -2.6399 2.6433
C: 2.9179 -1.2554 2.7649
C: 2.7734 -0.4400 1.4781
C: 1.3524 0.0817 1.1757
C: 0.3910 -1.0766 0.8210
In: -0.7704 -1.9015 2.5384
I: -0.2875 -0.6073 4.9810
H: 3.1297 -3.7003 0.9104
H: 3.9729 -1.2549 3.0604
H: 2.3771 -0.7542 3.5646
H: 3.1365 -0.9954 0.6088
H: 3.3915 0.4572 1.6101
H: 1.4760 0.6910 0.2594
H: 0.9817 0.7515 1.9553
H: 1.0158 -1.8899 0.4345
H: -0.2774 -0.7905 0.0071
H: -2.5132 -1.6888 2.1651
H: -0.5352 -3.6761 2.6861
C: 3.8902 2.9425 -1.6205
C: 4.1592 2.6991 -3.0906
O: 3.2256 1.6793 -3.4609
S: 1.8793 1.8485 -2.5989
O: 0.9311 2.5635 -3.3743
O: 1.5806 0.6074 -1.9933
O: 2.4695 2.8447 -1.4906
H: 4.3455 2.1697 -0.9972
H: 4.2316 3.9205 -1.2918
H: 5.1766 2.3690 -3.2816
H: 3.9471 3.5899 -3.6869
C: 1.7744 4.3101 7.3161
C: 1.5957 3.8799 8.7575
O: 0.8998 2.6370 8.6785
S: 1.3445 1.8511 7.3357
O: 2.3539 0.9168 7.6738
O: 0.1834 1.4868 6.6150
O: 2.0505 3.1035 6.6055
H: 0.8566 4.7444 6.9129
H: 2.5933 5.0145 7.1922
H: 1.0241 4.5973 9.3408
H: 2.5602 3.7034 9.2410
C: -1.5152 2.6739 -5.7859
C: -2.2227 3.9961 -5.9485
O: -2.3087 4.1886 -7.3771
S: -2.4610 2.7690 -8.0881
O: -3.8328 2.5323 -8.3667
O: -1.4710 2.6760 -9.1045
O: -2.0366 1.8516 -6.8508
H: -0.4386 2.7767 -5.9288
H: -1.7055 2.2154 -4.8200
H: -1.6809 4.8150 -5.4842
H: -3.2336 3.9581 -5.5506
C: 3.3680 -7.0666 5.0215
C: 3.5889 -7.3123 3.5468
O: 2.6673 -8.3636 3.2074
S: 1.3524 -8.2116 4.1073
O: 0.3870 -7.5174 3.3379
O: 1.0735 -9.4531 4.7375
O: 1.9520 -7.1982 5.1899
H: 3.8651 -7.8226 5.6340
H: 3.6967 -6.0782 5.3309
H: 4.6070 -7.6161 3.3206
H: 3.3354 -6.4329 2.9528
C: 1.5481 5.6106 -9.1191
C: 0.7161 6.8739 -9.1618
O: 0.3470 7.1041 -7.7972
S: 1.5196 6.5961 -6.8311
O: 2.3236 7.7049 -6.4659
O: 0.9564 5.7197 -5.8707
O: 2.3194 5.7250 -7.9129
H: 0.9185 4.7215 -9.0421
H: 2.2054 5.5155 -9.9791
H: -0.1696 6.7700 -9.7820
H: 1.3037 7.7287 -9.5051
C: -7.0376 2.4400 -4.0261
C: -6.1054 1.8295 -3.0015
O: -4.9778 2.7147 -2.9788
S: -5.4641 4.2120 -3.2619
O: -5.6155 4.8932 -2.0310
O: -4.6711 4.7375 -4.3162
O: -6.9208 3.8566 -3.8268
H: -6.7168 2.2099 -5.0442
H: -8.0685 2.1246 -3.8913
H: -5.7932 0.8233 -3.2650
H: -6.5529 1.8214 -2.0058
C: -2.5153 -7.9655 5.8459
C: -2.9735 -8.3520 4.4594
O: -4.3319 -8.7889 4.6467
S: -5.0038 -7.9531 5.8364
O: -5.7644 -6.8924 5.2859
O: -5.5663 -8.8720 6.7608
O: -3.6579 -7.3451 6.4542
H: -2.2519 -8.8448 6.4378
H: -1.6751 -7.2767 5.8270
H: -2.3730 -9.1460 4.0259
H: -2.9771 -7.4922 3.7874

***

No. 6
Molecular formula: CH2N2O3
Method: DFT, ωB97M-V with the def2-TZVPD basis set

Summary:
- energy above the lowest of the compared OMol25 structures with the same formula, charge and spin (kcal/mol) = 95.0
- SMILES = NC(=O)n1oo1
- total charge = 0
- E_LUMO (eV) = 0.15

Geometry (Å):
N: -1.2847 -0.0231 0.2994
C: -0.1096 -0.5217 -0.1211
O: 0.0973 -1.5325 -0.7256
N: 0.9635 0.3663 0.3857
O: 2.1715 0.1031 -0.1834
O: 1.6176 1.3167 -0.6046
H: -2.1293 -0.5318 0.1090
H: -1.3262 0.8230 0.8407

***

Q: Look up the total charge of the second one.
A: 0